Run 1
CH5NO | the ωB97M-V functional and the def2-TZVPD basis

XYZ file:
```
8
Properties=species:S:1:pos:R:3
C 0.406 1.377 0.253
N 0.957 0.254 0.414
H -0.601 1.365 -0.161
H 0.822 2.340 0.518
H 1.909 0.351 0.764
O -1.217 -1.404 -0.559
H -1.037 -1.785 -1.430
H -0.421 -0.914 -0.290
```

Frontier orbital gap ... 11.676 eV
Lowest unoccupied orbital energy ... 1.0 eV
Net charge ... 0



Run 2
CH5NO | the ωB97M-V functional and the def2-TZVPD basis

XYZ file:
```
8
Properties=species:S:1:pos:R:3
C 0.752 0.321 0.409
O -0.577 0.636 0.512
N -1.404 -0.190 -0.242
H 1.251 0.544 1.347
H 1.207 0.740 -0.490
H 0.593 -0.931 -0.035
H -1.190 0.050 -1.217
H -0.632 -1.170 -0.284
```

Frontier orbital gap ... 10.785 eV
Lowest unoccupied orbital energy ... 0.9 eV
Net charge ... 0



Stability order, top to bottom: run 1, run 2



Run 1
C5H13N2 | the ωB97M-V functional and the def2-TZVPD basis

XYZ file:
```
20
Properties=species:S:1:pos:R:3
N -1.121 0.846 1.120
C -0.380 0.120 0.016
C 1.130 0.006 0.353
C 2.003 0.196 -0.833
C 2.780 1.279 -0.982
C -1.066 -1.246 -0.103
N -2.506 -1.145 0.077
H -2.052 0.395 1.168
H -1.173 1.844 0.894
H -0.576 0.737 1.985
H -0.470 0.739 -0.877
H 1.322 -0.993 0.754
H 1.356 0.799 1.069
H 1.950 -0.589 -1.582
H 2.679 2.097 -0.276
H 3.542 1.345 -1.740
H -0.758 -1.662 -1.065
H -0.594 -1.903 0.646
H -3.003 -1.214 -0.805
H -2.880 -1.872 0.675
```

Frontier orbital gap (alpha / beta) ... 2.328 / 9.687 eV
Lowest unoccupied orbital energy (alpha / beta) ... 0.3 / 0.6 eV
Net charge ... 0
Spin multiplicity ... 2



Run 2
C5H13N2 | the ωB97M-V functional and the def2-TZVPD basis

XYZ file:
```
20
Properties=species:S:1:pos:R:3
C -0.316 2.349 1.175
C -0.251 1.273 0.060
C -0.368 -0.220 0.741
C -0.201 -1.478 -0.096
C 0.093 -2.639 0.544
N -0.046 -1.236 -1.493
N 0.912 1.417 -0.774
H 0.433 2.284 1.909
H -0.737 3.247 0.719
H -1.253 2.066 1.756
H -1.184 1.473 -0.458
H -1.457 -0.353 1.013
H 0.242 -0.224 1.586
H 0.167 -2.824 1.631
H 0.518 -3.427 -0.131
H -0.924 -1.395 -1.924
H 0.582 -1.903 -1.882
H 1.034 2.252 -1.346
H 0.996 0.545 -1.359
H 1.780 1.286 -0.188
```

Frontier orbital gap (alpha / beta) ... 2.037 / 6.595 eV
Lowest unoccupied orbital energy (alpha / beta) ... 0.0 / -0.1 eV
Net charge ... 0
Spin multiplicity ... 2



Stability order, top to bottom: run 1, run 2



Run 1
C7H10S | the ωB97M-V functional and the def2-TZVPD basis

XYZ file:
```
18
Properties=species:S:1:pos:R:3
C -2.947 -0.338 0.059
C -1.772 -0.641 0.025
C -0.298 -0.777 -0.057
C 0.450 0.245 0.858
C 1.636 -0.517 1.412
C 0.703 1.215 -0.278
C 0.303 0.025 -1.217
S -0.675 0.366 -2.705
H -3.999 -0.312 0.052
H 0.039 -1.758 -0.010
H -0.047 0.679 1.764
H 2.165 -0.961 0.546
H 2.368 0.074 2.019
H 1.223 -1.243 2.084
H -0.081 2.040 -0.396
H 1.677 1.710 -0.403
H 1.204 -0.483 -1.535
H -1.949 0.674 -2.217
```

Frontier orbital gap ... 9.857 eV
Lowest unoccupied orbital energy ... 1.0 eV
Net charge ... 0



Run 2
C7H10S | the ωB97M-V functional and the def2-TZVPD basis

XYZ file:
```
18
Properties=species:S:1:pos:R:3
C -1.358 1.079 1.314
C -0.625 0.314 0.093
C 0.442 -0.719 0.586
C 1.737 -0.273 -0.008
C 2.892 -0.833 0.180
C 1.559 1.136 -0.615
C 0.146 1.235 -0.861
H -2.553 0.478 1.633
H -1.812 1.941 0.625
H -0.906 1.419 2.340
H -3.305 -0.127 -0.596
H 0.056 -1.758 0.543
H 0.727 -0.696 1.755
H 2.717 -1.844 0.891
H 3.982 -0.615 -0.039
H 2.432 1.891 -0.997
H -0.267 2.227 -1.201
S -1.864 -0.909 -0.568
```

Frontier orbital gap ... 9.238 eV
Lowest unoccupied orbital energy ... 0.5 eV
Net charge ... 0



Stability order, top to bottom: run 1, run 2



Run 1
C5H4ClO2 | the ωB97M-V functional and the def2-TZVPD basis

XYZ file:
```
12
Properties=species:S:1:pos:R:3
O -1.877 0.907 -1.726
C -1.731 0.008 -0.884
O -2.388 -0.925 -0.383
C -0.192 -0.123 -0.444
C -0.057 -0.846 0.863
C 0.913 -0.013 1.369
C 1.103 0.824 0.020
Cl 2.405 0.353 -1.111
H 0.043 -0.772 -1.410
H -0.756 -1.430 1.368
H 1.372 0.043 2.272
H 1.164 1.973 0.065
```

Frontier orbital gap ... 7.440 eV
Lowest unoccupied orbital energy ... 3.6 eV
Net charge ... -1



Run 2
C5H4ClO2 | the ωB97M-V functional and the def2-TZVPD basis

XYZ file:
```
12
Properties=species:S:1:pos:R:3
C 0.864 1.213 -0.469
C 1.374 0.648 0.694
C -2.541 -0.335 0.190
C 0.292 0.042 -0.980
C 0.765 -0.667 0.270
O -2.914 -0.900 -0.752
O -2.348 0.222 1.188
Cl 1.946 -2.017 0.043
H 0.863 2.237 -0.834
H 1.496 1.027 1.702
H 0.199 -0.360 -1.976
H 0.004 -1.109 0.924
```

Frontier orbital gap ... 4.935 eV
Lowest unoccupied orbital energy ... 3.5 eV
Net charge ... -1



Run 3
C5H4ClO2 | the ωB97M-V functional and the def2-TZVPD basis

XYZ file:
```
12
Properties=species:S:1:pos:R:3
O 3.972 -1.142 1.133
C 3.575 -0.980 -0.037
O 3.932 -1.555 -1.084
C 2.615 0.193 -0.176
Cl 3.322 1.809 -0.059
C 1.254 0.154 0.007
C -0.034 0.896 -0.021
C 0.074 -0.655 -0.001
H -0.290 1.116 1.098
H -0.313 1.330 -0.945
H -0.004 -1.183 -0.889
H -0.269 -1.027 1.075
```

Frontier orbital gap ... 7.751 eV
Lowest unoccupied orbital energy ... 3.6 eV
Net charge ... -1



Stability order, top to bottom: run 3, run 1, run 2



Run 1
C2H5N2O2S | the ωB97M-V functional and the def2-TZVPD basis

XYZ file:
```
12
Properties=species:S:1:pos:R:3
C -0.922 0.913 -0.827
C -0.027 0.200 -0.435
N 2.137 -0.766 1.715
N -2.054 1.434 -1.582
O 1.608 -2.267 -0.215
O -0.060 -1.786 1.662
S 1.066 -1.521 0.863
H 1.935 -0.215 2.449
H 3.108 -0.617 1.460
H -2.674 0.669 -1.341
H -1.813 1.620 -2.562
H -2.305 2.337 -1.187
```

Frontier orbital gap ... 10.554 eV
Lowest unoccupied orbital energy ... -4.2 eV
Net charge ... +1



Run 2
C2H5N2O2S | the ωB97M-V functional and the def2-TZVPD basis

XYZ file:
```
12
Properties=species:S:1:pos:R:3
C 1.205 -0.685 0.036
C -0.166 -0.239 -0.037
N -1.158 -1.083 0.018
N -0.483 1.195 -0.014
O 3.806 -0.292 -0.220
O -1.798 1.522 -0.219
S 2.486 0.345 -0.217
H 1.359 -1.818 0.066
H -1.147 -2.150 0.095
H -2.087 -0.781 0.201
H 0.126 2.009 -0.303
H -2.145 1.977 0.593
```

Frontier orbital gap (alpha / beta) ... 8.423 / 8.424 eV
Lowest unoccupied orbital energy (alpha / beta) ... -6.2 / -6.2 eV
Net charge ... +1



Stability order, top to bottom: run 2, run 1